The following is a quantum chemistry calculation of a structure of composition C47H40N4O3P2PtSi at a distorted geometry, from OMol25.

```
98
C47H40N4O3P2PtSi, DFT the ωB97M-V functional and the def2-TZVPD basis
Pt 0.330 0.589 -0.482
P 2.666 0.159 -0.491
P 0.729 0.586 1.788
Si 0.265 -0.794 -2.730
O -1.451 -2.166 -4.921
O 0.167 -3.110 -0.504
O -7.744 -3.914 -4.131
N -8.862 -3.708 -4.307
N -1.064 2.033 -0.595
N -2.755 0.721 0.415
N -5.095 0.584 0.189
C 0.189 2.021 2.625
C 2.582 -1.705 -4.087
C 0.807 3.226 2.292
C -0.270 -2.104 4.549
C -3.393 2.519 -1.189
C -0.631 2.041 3.763
C -1.355 -4.643 -1.634
C -3.040 3.863 -1.395
C -1.158 -1.517 1.918
C -0.674 -2.406 -2.686
C 4.823 2.185 -0.267
C -0.110 -0.765 2.485
C -5.382 -0.185 2.814
C 0.351 -1.125 3.794
C -4.036 0.423 0.909
C 3.103 3.948 -1.629
C -1.744 -2.499 2.699
C 3.236 -2.232 0.591
C -2.382 1.728 -0.448
C -4.122 -0.061 2.278
C 2.100 -1.134 -2.927
C 4.869 -1.491 -3.528
C 3.503 1.777 -0.664
C -1.748 4.300 -0.981
C 3.975 -2.668 2.840
C 3.905 -1.725 -4.498
C -2.437 -4.796 -2.440
C -1.332 -2.798 3.961
C 5.282 3.436 -0.703
C 0.504 4.393 2.978
C 3.643 -3.097 1.599
C 4.055 -0.448 2.012
C -6.507 -0.242 1.946
C -0.615 -3.396 -1.467
C -0.212 0.466 -3.995
C -0.851 3.187 4.497
C -6.297 0.235 0.618
C -0.767 3.394 -0.672
C 3.377 -0.871 0.835
C 4.453 -1.148 -2.209
C 3.168 -0.741 -1.933
C 2.724 2.628 -1.493
C -2.544 -3.797 -3.666
C -1.617 -2.619 -3.725
C -0.228 4.397 4.193
C 4.421 4.309 -1.351
C 4.208 -1.315 3.074
H 3.720 -4.126 1.306
H 5.381 1.597 0.450
H 4.744 5.307 -1.717
H -7.524 -0.607 2.214
H -0.362 5.247 4.849
H 1.315 -0.588 4.077
H -4.344 2.098 -1.248
H -5.473 -0.190 3.930
H 4.100 -2.021 -5.512
H -1.463 2.976 5.390
H -2.969 -5.697 -2.638
H 1.834 -2.093 -4.801
H -2.415 -3.209 2.202
H 5.127 -1.140 -1.332
H -3.758 4.555 -1.873
H -1.123 -5.226 -0.706
H 0.133 -2.438 5.482
H 4.106 -3.361 3.704
H -1.197 0.129 -4.308
H 1.852 2.244 -1.942
H 1.407 3.312 1.401
H 2.454 4.794 -1.940
H 0.857 5.356 2.581
H -0.172 1.417 -3.439
H 6.337 3.767 -0.567
H 4.608 -1.029 4.079
H -3.636 -3.261 -3.684
H 2.781 -2.597 -0.313
H 5.921 -1.522 -3.823
H -0.852 1.050 4.133
H -1.491 -1.480 0.870
H -3.274 -0.256 2.893
H -1.463 5.303 -1.273
H -1.821 -3.630 4.396
H -7.139 0.445 -0.048
H 0.569 0.563 -4.799
H -2.592 -4.442 -4.615
H 4.500 0.558 2.036
H 0.272 3.715 -0.391
H -1.966 0.556 1.061
```

net charge: +2
2S+1: 5
⟨S²⟩: 6.06
energy above the lowest of the compared OMol25 structures with the same formula, charge and spin: 21.7 kcal per mole
frontier orbital gap (spin up / spin down): 5.755 / 4.934 eV
total energy: -3350.4664 Eh